*i*
Below is a structure of composition C6H14, with properties calculated with ωB97M-V/def2-TZVPD.

Geometry (Å):
C (-1.7553, 1.0508, -0.2033)
C (-0.7929, 0.0438, 0.0733)
C (-0.9717, -1.3241, -0.5400)
C (0.6456, 0.4902, 0.3210)
C (1.5549, -0.4137, 1.1456)
C (1.2409, 0.6863, -1.0901)
H (-1.5946, 2.0326, 0.2336)
H (-2.4838, 0.9289, -0.9956)
H (-1.7773, 0.2251, 0.9847)
H (-1.2471, -0.5170, 1.6722)
H (-0.6819, -1.2594, -1.5939)
H (-2.0124, -1.6480, -0.4824)
H (-0.3457, -2.0675, -0.0397)
H (0.5990, 1.4768, 0.7970)
H (1.7092, -1.3869, 0.6647)
H (1.1589, -0.5781, 2.1515)
H (2.5407, 0.0597, 1.2301)
H (0.6108, 1.3254, -1.7172)
H (2.2285, 1.1484, -1.0065)
H (1.3740, -0.2734, -1.6049)

Properties
lowest unoccupied orbital energy = 0.91 eV

---

*ii*
Below is the molecule C6H14, with properties calculated with ωB97M-V/def2-TZVPD.

Geometry (Å):
C (-0.3742, 2.3668, 0.0574)
C (0.7138, 1.4038, -0.6217)
C (1.0413, -0.0020, -0.0301)
C (-0.2515, -0.9308, 0.4001)
C (0.2689, -2.2178, 1.0327)
C (-1.2710, -0.7081, -0.7778)
H (-0.1838, 3.5036, 0.0246)
H (-0.6871, 1.9990, 1.0281)
H (-1.2754, 2.3341, -0.6965)
H (0.4330, 1.0787, -1.7244)
H (1.7167, 2.0170, -0.7739)
H (1.7129, -0.5029, -0.7228)
H (1.5426, 0.1454, 0.9279)
H (-0.5068, -0.3687, 1.3102)
H (0.8346, -1.9415, 2.0251)
H (-0.6848, -2.7118, 1.2168)
H (0.9612, -2.9044, 0.5034)
H (-1.5066, 0.2465, -1.1333)
H (-2.1842, -1.0855, -0.5299)
H (-0.9363, -1.2814, -1.8187)

Properties
SMILES = CCCC(C)C
lowest unoccupied orbital energy = 1.09 eV

---

Last place for stability: *i*

---

*i*
Below is a cluster of 2 separate species, C2H8N3O in total, with properties calculated with ωB97M-V/def2-TZVPD.

Geometry (Å):
C (-1.6739, -1.2100, 0.4542)
C (-1.6698, 0.2113, 0.2014)
N (2.5674, -0.0854, -0.4303)
N (1.0658, -0.1519, -0.1903)
N (-1.6669, 1.5136, 0.5013)
O (-1.6263, -0.5215, -0.8116)
H (-0.6725, -1.5795, 0.7951)
H (-2.5838, -1.7423, 0.6481)
H (2.7656, 0.6505, -1.0549)
H (2.6668, 0.1361, 0.5593)
H (0.5828, -0.3013, -1.1291)
H (2.9038, -0.9991, -0.7070)
H (-1.2534, 1.8618, 1.3551)
H (-1.4056, 2.2176, -0.1913)

Properties
charge = +1
lowest unoccupied orbital energy = -3.80 eV

---

*ii*
Below is a cluster of 2 separate species, C2H8N3O in total, with properties calculated with ωB97M-V/def2-TZVPD.

Geometry (Å):
C (-0.8820, -0.7787, 0.6481)
C (-1.6324, 0.2694, 0.0378)
N (1.9824, -0.2377, 0.3779)
N (1.5615, -0.3296, -0.9919)
N (-2.2317, 1.3939, 0.1105)
O (-1.3798, -0.6890, -0.7522)
H (2.2246, 0.1045, -1.6362)
H (-1.3818, -1.5249, 1.2563)
H (2.0946, 0.7494, 0.5966)
H (0.2143, -0.6758, 0.7531)
H (1.4978, -1.3123, -1.2434)
H (2.8880, -0.6819, 0.5410)
H (-2.2356, 1.9108, 0.9874)
H (-2.7200, 1.8018, -0.6850)

Properties
charge = +1
lowest unoccupied orbital energy = -3.50 eV

---

*iii*
Below is the ion C2H8N3O with charge +1, with properties calculated with ωB97M-V/def2-TZVPD.

Geometry (Å):
C (-1.2454, -0.0023, 0.1289)
C (1.9621, 0.3858, 0.4084)
N (-2.4062, -0.6234, 0.0074)
N (-0.1077, -0.6406, -0.1107)
N (0.8980, 0.1634, -0.5545)
O (-1.1696, 1.2880, 0.1392)
H (1.5770, 0.7944, 1.3315)
H (2.5911, -0.5130, 0.4426)
H (2.7018, 1.1594, 0.0586)
H (-2.4895, -1.6609, -0.2212)
H (-3.2558, -0.1978, 0.2289)
H (-0.0991, -1.6859, -0.1848)
H (1.1919, 0.1016, -1.5429)
H (-0.1487, 1.4314, -0.1315)

Properties
SMILES = CN/[NH+]=C(/N)O
charge = +1
lowest unoccupied orbital energy = -3.36 eV

---

*iv*
Below is a cluster of 2 separate species, C2H8N3O in total, with properties calculated with ωB97M-V/def2-TZVPD.

Geometry (Å):
C (-1.2256, -0.2451, 0.3696)
C (1.0887, -0.2690, 1.3356)
N (-1.8736, 0.2839, -0.7326)
N (-1.6645, -0.6869, 1.4587)
N (0.2115, 0.0143, 0.4061)
O (1.9646, 0.4414, -1.5058)
H (0.7064, -0.7477, 2.1874)
H (2.0280, 0.1117, 1.0680)
H (-2.8130, 0.2028, -0.8177)
H (-1.3885, 0.5547, -1.5819)
H (-2.5838, -0.9321, 1.4787)
H (2.5564, 1.0647, -1.8903)
H (0.5252, 0.5801, -0.3396)
H (2.4682, -0.3727, -1.4362)

Properties
charge = +1
lowest unoccupied orbital energy = -5.48 eV

---

Last place for stability: *i*

---

*i*
Below is a cluster of 2 separate species, CH5NO2S in total, with properties calculated with ωB97M-V/def2-TZVPD.

Geometry (Å):
C (0.0852, 0.5769, 1.3143)
N (-0.8292, -1.3110, -2.7200)
O (-1.9355, 1.4904, -0.0800)
O (0.0170, -1.7392, -1.9716)
S (-1.6547, 0.2287, 0.8919)
H (0.2045, 1.5892, 1.6925)
H (0.3912, 0.0204, 2.1344)
H (0.5691, 0.4211, 0.3121)
H (-1.3235, 1.3141, -0.9204)
H (-1.2929, -2.1008, -3.2461)

Properties
SMILES = CSO.N=O
lowest unoccupied orbital energy = -0.59 eV

---

*ii*
Below is the molecule CH5NO2S, with properties calculated with ωB97M-V/def2-TZVPD.

Geometry (Å):
C (1.4168, 0.4060, 0.1813)
N (-1.1833, 0.7991, -0.3814)
O (-0.4619, -1.5005, 0.5035)
O (-2.5716, 0.3177, 0.1092)
S (-0.1543, -0.3347, -0.2879)
H (1.3169, 0.7674, 1.2001)
H (2.1840, -0.3590, 0.1194)
H (1.6138, 1.2323, -0.4918)
H (-2.3819, -0.4902, 0.6084)
H (0.2215, -0.8381, -1.5609)

Properties
SMILES = C[S@@H](=O)=NO
lowest unoccupied orbital energy = 0.50 eV

---

Last place for stability: *ii*